{
  "formula": "C30H67BMnN3O9",
  "method": "ωB97M-V with the def2-TZVPD basis set",
  "species": ["Mn", "B", "H", "H", "H", "H", "C", "C", "C", "N", "C", "C", "C", "C", "C", "C", "H", "H", "H", "H", "H", "H", "H", "H", "H", "H", "H", "H", "H", "H", "H", "H", "H", "H", "H", "H", "C", "C", "C", "N", "C", "C", "C", "C", "C", "C", "H", "H", "H", "H", "H", "H", "H", "H", "H", "H", "H", "H", "H", "H", "H", "H", "H", "H", "H", "H", "C", "C", "C", "N", "C", "C", "C", "C", "C", "C", "H", "H", "H", "H", "H", "H", "H", "H", "H", "H", "H", "H", "H", "H", "H", "H", "H", "H", "H", "H", "O", "C", "O", "O", "H", "O", "C", "O", "O", "H", "O", "C", "O", "O", "H"],
  "coordinates": [[-0.15, -2.89, 0.91], [0.12, -0.79, 0.13], [0.57, -1.56, -0.47], [0.60, 0.15, -0.08], [-0.92, -0.73, -0.13], [0.27, -1.00, 1.18], [2.32, 0.80, 2.62], [1.35, 1.58, 3.55], [0.10, 0.79, 3.80], [-1.08, 1.61, 4.35], [-2.21, 0.66, 4.73], [-1.95, -0.16, 5.97], [-1.77, 0.75, 7.13], [-0.60, 1.73, 6.91], [-0.77, 2.55, 5.57], [-1.68, 2.38, 3.15], [3.28, 1.29, 2.43], [1.68, 0.55, 1.78], [2.54, -0.17, 3.06], [1.06, 2.43, 2.93], [1.97, 1.84, 4.41], [0.27, 0.10, 4.63], [-0.12, 0.17, 2.93], [-2.53, 0.10, 3.85], [-3.06, 1.28, 4.99], [-1.12, -0.84, 5.77], [-2.76, -0.88, 6.13], [-1.52, 0.19, 8.03], [-2.67, 1.36, 7.26], [0.40, 1.28, 6.86], [-0.51, 2.43, 7.74], [0.14, 3.09, 5.33], [-1.56, 3.28, 5.71], [-0.96, 3.11, 2.78], [-2.65, 2.77, 3.43], [-1.82, 1.70, 2.31], [3.74, 2.27, -0.47], [4.26, 1.29, -1.50], [3.43, -0.05, -1.50], [4.08, -1.03, -2.47], [3.56, -2.44, -2.35], [2.08, -2.67, -2.89], [2.11, -2.33, -4.43], [2.51, -0.84, -4.53], [3.94, -0.65, -3.96], [5.57, -1.12, -2.27], [4.15, 3.27, -0.56], [3.79, 1.83, 0.53], [2.66, 2.41, -0.53], [5.26, 1.09, -1.12], [4.36, 1.77, -2.47], [2.42, 0.11, -1.87], [3.29, -0.43, -0.49], [3.49, -2.79, -1.32], [4.17, -3.13, -2.93], [1.46, -1.99, -2.31], [1.69, -3.66, -2.65], [1.08, -2.61, -4.64], [2.69, -3.07, -4.98], [1.74, -0.13, -4.23], [2.70, -0.55, -5.57], [4.31, 0.38, -4.01], [4.55, -1.28, -4.61], [5.75, -1.03, -1.20], [5.97, -0.23, -2.77], [6.01, -1.99, -2.75], [0.03, 3.77, -1.36], [-0.59, 2.89, -2.43], [-1.62, 1.89, -1.81], [-2.68, 1.06, -2.60], [-3.48, 1.96, -3.64], [-4.70, 1.18, -4.22], [-5.63, 0.63, -3.15], [-4.84, -0.27, -2.30], [-3.72, 0.50, -1.59], [-1.97, -0.08, -3.42], [0.60, 3.21, -0.62], [-0.70, 4.17, -0.65], [0.51, 4.67, -1.75], [0.21, 2.38, -2.96], [-1.10, 3.59, -3.08], [-2.33, 2.54, -1.29], [-1.13, 1.36, -0.99], [-3.86, 2.84, -3.11], [-2.84, 2.23, -4.48], [-5.28, 1.56, -5.06], [-4.27, 0.45, -4.90], [-5.97, 1.46, -2.52], [-6.49, 0.12, -3.59], [-5.41, -0.75, -1.51], [-4.49, -1.18, -2.80], [-4.11, 1.37, -1.06], [-3.12, -0.13, -0.93], [-2.61, -0.56, -4.17], [-1.61, -0.78, -2.66], [-1.21, 0.48, -3.98], [-2.20, -3.93, -2.85], [-2.41, -3.59, -1.55], [-3.60, -3.45, -1.25], [-1.40, -3.40, -0.79], [-1.25, -4.00, -2.85], [-2.15, -4.02, 4.16], [-1.55, -3.72, 2.94], [-1.62, -2.57, 2.42], [-0.90, -4.56, 2.33], [-2.94, -3.51, 4.34], [3.67, -3.84, 1.32], [2.42, -3.50, 1.22], [1.59, -3.99, 0.46], [1.97, -2.64, 1.88], [3.73, -3.21, 2.04]],
  "lowdin_spin": [4.67, 0.05, 0.01, 0.01, 0.01, 0.01, 0.00, 0.00, 0.00, 0.00, 0.00, 0.00, 0.00, 0.00, 0.00, 0.00, 0.00, 0.00, 0.00, 0.00, 0.00, 0.00, 0.00, 0.00, 0.00, 0.00, 0.00, 0.00, 0.00, 0.00, 0.00, 0.00, 0.00, 0.00, 0.00, 0.00, 0.00, 0.00, 0.00, 0.00, 0.00, 0.00, 0.00, 0.00, 0.00, 0.00, 0.00, 0.00, 0.00, 0.00, 0.00, 0.00, 0.00, 0.00, 0.00, 0.00, 0.00, 0.00, 0.00, 0.00, 0.00, 0.00, 0.00, 0.00, 0.00, 0.00, 0.00, 0.00, 0.00, 0.00, 0.00, 0.00, 0.00, 0.00, 0.00, 0.00, 0.00, 0.00, 0.00, 0.00, 0.00, 0.00, 0.00, 0.00, 0.00, 0.00, 0.00, 0.00, 0.00, 0.00, 0.00, 0.00, 0.00, 0.00, 0.00, 0.00, 0.00, 0.01, 0.00, 0.04, 0.00, 0.00, 0.01, 0.04, 0.03, 0.00, 0.01, 0.01, 0.04, 0.03, 0.00],
  "homo_lumo_gap_ev": [6.7721, 7.3867],
  "charge": 1,
  "spin_multiplicity": 6,
  "lumo_ha": [-0.0755, -0.0755],
  "molar_mass_g_mol": 679.63,
  "homo_ev": [-8.8, -9.4],
  "relative_energy_ev": 0.000
}